This record from OMol25 describes C25H33CaN7O3PS3Te as an isolated structure. The level of theory is ωB97M-V/def2-TZVPD.

Geometry as XYZ:
```
74
Properties=species:S:1:pos:R:3:forces:R:3:lowdin_charge:R:1
Ca 0.197 0.732 -0.844 -0.510 0.363 -0.044 0.9488
S -2.644 0.757 -0.352 0.249 -0.504 -0.193 0.4508
C -2.355 1.803 0.966 0.647 -0.005 1.891 -0.8688
N -2.900 1.653 2.231 2.085 0.198 -1.402 0.0513
N -3.426 0.487 2.563 0.229 0.099 -2.122 -0.0123
C -3.813 0.221 3.843 -1.152 -0.616 2.084 -0.2238
C -4.130 -1.116 4.241 0.507 1.675 -0.474 -0.0198
C -4.546 -1.347 5.527 -0.851 -0.258 0.291 -0.1295
C -4.771 -0.314 6.409 -0.421 1.327 1.108 -0.1205
C -4.509 1.042 6.051 0.176 -2.002 -0.040 -0.0820
C -3.992 1.274 4.780 0.036 0.001 -0.237 -0.0345
N -1.529 2.944 0.917 -1.047 0.798 -1.877 -0.0125
N -0.930 3.242 -0.243 -1.857 -2.433 1.339 -0.0384
C -1.090 4.583 -0.609 -0.012 1.328 1.228 -0.2902
C -1.749 5.462 0.298 0.248 -0.400 0.189 -0.0387
C -1.994 6.764 -0.062 0.079 0.765 0.062 -0.1023
C -1.490 7.252 -1.273 -0.698 1.397 -0.083 -0.1167
C -0.974 6.386 -2.216 0.570 0.161 -0.642 -0.1153
C -0.770 5.061 -1.901 0.078 -1.958 0.716 -0.0501
H -3.503 -0.272 1.862 0.366 0.639 0.141 0.1159
H -4.092 -1.947 3.572 0.285 -0.256 -0.616 0.1042
H -4.866 -2.346 5.823 0.322 0.121 -0.114 0.1046
H -5.238 -0.551 7.389 0.529 0.297 -0.714 0.1004
H -4.695 1.814 6.798 0.119 0.010 -0.473 0.0962
H -3.747 2.275 4.438 -0.074 -0.105 0.104 0.0943
H -2.013 5.093 1.300 -0.068 0.158 -0.797 0.1068
H -2.593 7.432 0.591 0.722 -0.460 -0.339 0.1093
H -1.551 8.347 -1.484 -0.161 -1.074 0.022 0.1070
H -0.694 6.722 -3.225 -0.126 0.027 0.586 0.1079
H -0.415 4.301 -2.618 -0.042 0.667 0.272 0.1160
C 2.898 3.747 -2.539 0.073 0.551 0.166 -0.4253
Te 3.251 2.952 -0.558 -0.434 0.179 -0.029 1.1300
C 2.413 4.648 0.495 0.034 -0.641 0.322 -0.4803
H 3.829 4.021 -3.060 -0.304 -0.376 0.331 0.0012
H 2.352 4.686 -2.335 0.012 -0.511 -0.286 -0.0127
H 2.308 3.040 -3.136 0.167 0.268 0.255 -0.0153
H 1.515 4.977 -0.044 0.333 0.114 0.341 -0.0321
H 3.186 5.423 0.605 -0.555 -0.192 0.056 -0.0124
H 2.128 4.185 1.476 0.196 0.765 -0.749 -0.0022
N 0.424 -0.510 -4.899 -0.832 -0.252 -1.423 0.1806
C 1.193 -0.033 -3.913 1.391 -0.777 -0.179 -0.5189
O 0.676 0.666 -2.995 0.134 -0.056 -0.415 -0.2472
C 2.604 -0.383 -3.926 -1.260 0.338 0.539 -0.2080
C 3.288 -1.292 -4.764 -0.255 -0.613 -0.230 -0.2476
N 3.838 -2.101 -5.389 -0.308 0.603 0.144 0.1165
C 3.277 0.145 -2.830 2.558 2.010 2.020 -0.2378
N 3.904 0.714 -2.002 -1.573 -1.936 -1.961 0.0039
H -0.512 -0.150 -4.992 -0.005 -0.023 0.306 0.1143
H 0.775 -0.973 -5.742 0.196 0.312 0.906 0.1210
C 1.910 -5.614 2.297 0.566 -0.338 0.506 -0.0641
C 1.376 -4.189 2.363 -0.895 -0.474 -0.858 -0.4256
C 2.435 -3.163 2.023 0.207 0.070 -0.240 -0.0858
O 0.163 -4.161 1.503 0.767 -0.071 0.178 -0.3669
P -0.022 -3.872 -0.070 0.222 -0.754 0.515 -0.1556
S -1.708 -4.729 -0.627 0.662 0.183 0.270 0.2052
S 0.097 -1.895 -0.247 0.149 0.714 -0.243 0.1748
O 1.367 -4.489 -0.713 -1.004 0.223 0.736 -0.3440
C 1.412 -5.120 -2.015 -0.362 0.142 1.243 -0.5139
C 0.588 -4.355 -2.996 -0.250 -0.575 -1.360 -0.1205
C 2.845 -5.114 -2.441 0.677 -0.224 -0.346 -0.0590
H 2.758 -5.740 3.012 -0.536 0.111 -0.348 0.0844
H 2.306 -5.828 1.297 -0.205 0.086 0.153 0.0711
H 1.138 -6.363 2.548 0.263 0.439 -0.145 0.0858
H 0.942 -3.990 3.338 0.043 0.033 0.167 0.1311
H 2.870 -3.440 1.035 -0.138 0.504 0.683 0.0843
H 3.209 -3.207 2.814 -0.246 -0.035 -0.461 0.0847
H 2.028 -2.136 2.003 0.185 -0.568 -0.148 0.0580
H 1.007 -6.145 -1.891 0.255 0.375 -0.072 0.1414
H 0.732 -3.270 -2.893 0.102 -0.323 -0.128 0.0654
H -0.469 -4.606 -2.844 0.313 0.291 -0.421 0.0045
H 0.964 -4.725 -3.986 -0.675 0.626 0.440 0.0967
H 3.079 -4.116 -2.877 0.109 -0.722 0.269 0.0868
H 2.879 -5.895 -3.224 0.555 0.474 0.157 0.0871
H 3.564 -5.355 -1.627 -0.556 0.089 -0.522 0.0879
```
Positions in Å, forces in eV/Å.

Output
* total charge: -1
* total energy: -4063.1527 hartree
* max |F|: 3.83 eV/Å
* relative energy (zero: lowest compared OMol25 entry of this formula, charge and spin): 45.12 kcal/mol
* E_HOMO: -4.6773 eV
* Kohn-Sham gap: 5.3 eV